{
  "formula": "C5H11NO",
  "method": "wB97M-V/def2-TZVPD",
  "symbols": ["O", "N", "C", "C", "C", "C", "C", "H", "H", "H", "H", "H", "H", "H", "H", "H", "H", "H"],
  "xyz": [[0.360, -3.745, 5.915], [-0.498, 1.921, -0.782], [-1.156, -0.316, -1.520], [-1.467, 2.785, -1.452], [-0.188, 0.545, -1.122], [2.043, -0.740, -1.276], [1.235, 0.340, -1.409], [1.602, 1.256, -1.878], [-1.627, 2.463, -2.485], [-2.067, 0.101, -1.951], [-1.359, -1.278, -1.054], [2.483, -1.264, -2.109], [-1.054, 3.775, -1.456], [-2.479, 2.653, -1.056], [0.696, -3.943, 5.031], [0.733, -2.858, 6.013], [-0.769, 1.785, 0.188], [1.991, -1.266, -0.326]],
  "nbo_charge": [-0.9259, -0.6664, -0.4222, -0.4215, 0.1458, -0.4275, -0.1900, 0.2198, 0.1968, 0.1856, 0.2188, 0.2124, 0.2089, 0.1849, 0.4629, 0.4630, 0.3698, 0.1848],
  "homo_lumo_gap_ha": 0.290,
  "smiles": "C=CC(=C)NC.O"
}